Entry P
Density functional theory data (the ωB97M-V functional and the def2-TZVPD basis) for an isolated molecule of C6H12.

```
18
Properties=species:S:1:pos:R:3:mulliken_charge:R:1
C 1.869 1.058 -0.600 -1.08
C 1.328 -0.154 0.175 -0.56
C 0.111 -0.842 -0.445 -0.07
C -0.929 -1.644 0.314 -0.74
C -1.296 -0.322 -0.299 0.19
C -1.586 0.854 0.603 -1.40
H 1.956 0.881 -1.678 0.31
H 1.235 1.943 -0.459 0.25
H 2.866 1.326 -0.226 0.35
H 1.110 0.218 1.179 0.20
H 2.120 -0.908 0.286 0.35
H 0.330 -1.272 -1.423 0.36
H -0.897 -1.705 1.401 0.25
H -1.321 -2.546 -0.157 0.27
H -1.913 -0.362 -1.195 0.37
H -2.634 0.856 0.924 0.38
H -1.382 1.802 0.093 0.29
H -0.969 0.817 1.507 0.27
```

Results
HOMO-LUMO gap, eV: 11.11
LUMO level, eV: 1.232
2S+1: 1
Charge: 0
SMILES: CC[C@H]1C[C@H]1C


Entry Q
Density functional theory data (the ωB97M-V functional and the def2-TZVPD basis) for an isolated molecule of C6H12.

```
18
Properties=species:S:1:pos:R:3:mulliken_charge:R:1
C 1.693 0.916 -0.562 -0.94
C 1.612 -0.366 0.278 -0.54
C 0.335 -0.949 -0.288 -0.15
C -0.944 -1.443 0.264 -0.69
C -0.969 -0.069 -0.340 0.23
C -1.671 0.951 0.586 -1.40
H 1.475 0.632 -1.602 0.29
H 0.812 1.506 -0.249 0.18
H 2.625 1.485 -0.540 0.36
H 1.575 -0.170 1.355 0.27
H 2.483 -1.015 0.105 0.27
H 0.585 -1.459 -1.227 0.27
H -1.041 -1.417 1.345 0.25
H -1.471 -2.240 -0.245 0.27
H -1.322 0.080 -1.359 0.25
H -2.705 0.578 0.648 0.39
H -1.756 1.979 0.210 0.40
H -1.316 1.003 1.622 0.29
```

Results
HOMO-LUMO gap, eV: 10.46
LUMO level, eV: 1.171
2S+1: 1
Charge: 0
SMILES: CC[C@H]1C[C@H]1C


Entry R
Density functional theory data (the ωB97M-V functional and the def2-TZVPD basis) for a structure of composition C6H12.

```
18
Properties=species:S:1:pos:R:3:mulliken_charge:R:1
C -2.168 0.474 0.949 -1.04
C -0.366 1.409 -0.242 -1.07
C 0.158 0.244 -0.957 0.03
C 1.692 0.339 -1.180 -0.82
C 1.145 -0.702 -0.271 0.38
C 1.391 -0.629 1.223 -1.44
H -2.413 -0.163 0.098 0.28
H -1.956 -0.122 1.845 0.28
H -2.933 1.238 1.124 0.34
H -1.090 1.102 0.841 0.33
H -1.109 1.930 -0.875 0.32
H -0.366 -0.194 -1.816 0.44
H 2.189 1.198 -0.730 0.30
H 2.042 0.066 -2.176 0.28
H 1.116 -1.714 -0.681 0.36
H 2.380 -1.041 1.471 0.38
H 0.635 -1.204 1.777 0.27
H 1.352 0.411 1.569 0.37
```

Results
HOMO-LUMO gap, eV: 8.65
LUMO level, eV: 0.710
2S+1: 1
Charge: 0


It is entry P that is most stable; the runner-up trails by 22.9 kcal/mol.


Entry P
Density functional theory data (the ωB97M-V functional and the def2-TZVPD basis) for a cluster of 2 separate species, C6H12 in total.

```
18
Properties=species:S:1:pos:R:3:mulliken_charge:R:1
C -1.243 -1.056 0.309 -1.53
C -0.435 0.119 -0.268 1.66
C -1.319 1.233 -0.779 -1.69
C 0.694 0.519 0.637 -0.84
C 1.540 -0.379 0.096 -0.47
C 0.710 -0.505 -1.148 -0.79
H -1.826 -1.529 -0.489 0.37
H -0.570 -1.816 0.728 0.38
H -1.931 -0.749 1.105 0.38
H -1.924 0.906 -1.627 0.36
H -0.713 2.096 -1.074 0.39
H -1.994 1.555 0.026 0.38
H 0.779 1.389 1.282 0.41
H 2.239 0.480 2.192 -0.01
H 2.379 -0.968 0.450 0.40
H 2.798 0.488 1.706 0.07
H 0.579 -1.471 -1.641 0.29
H 1.037 0.251 -1.872 0.26
```

Results
HOMO-LUMO gap, eV: 9.86
LUMO level, eV: 1.011
2S+1: 1
Charge: 0
SMILES: CC1(C)C=CC1.[H][H]


Entry Q
Density functional theory data (the ωB97M-V functional and the def2-TZVPD basis) for a cluster of 2 separate species, C6H12 in total.

```
18
Properties=species:S:1:pos:R:3:mulliken_charge:R:1
C -1.282 -1.092 0.334 -1.54
C -0.471 0.088 -0.224 1.70
C -1.352 1.197 -0.742 -1.72
C 0.653 0.491 0.677 -0.92
C 1.507 -0.400 0.124 -0.44
C 0.679 -0.518 -1.114 -0.80
H -1.862 -1.552 -0.474 0.37
H -0.620 -1.862 0.749 0.38
H -1.974 -0.789 1.128 0.38
H -1.947 0.857 -1.592 0.37
H -0.744 2.055 -1.045 0.39
H -2.032 1.529 0.053 0.38
H 0.755 1.396 1.263 0.43
H 2.143 0.443 2.149 0.00
H 2.292 -1.045 0.495 0.40
H 2.712 0.435 1.665 0.09
H 0.560 -1.483 -1.608 0.28
H 0.985 0.249 -1.839 0.26
```

Results
HOMO-LUMO gap, eV: 9.77
LUMO level, eV: 1.000
2S+1: 1
Charge: 0
SMILES: CC1(C)C=CC1.[H][H]


Entry R
Density functional theory data (the ωB97M-V functional and the def2-TZVPD basis) for a structure of composition C6H12.

```
18
Properties=species:S:1:pos:R:3:mulliken_charge:R:1
C -0.453 -1.741 1.479 -1.22
C 0.176 -0.827 0.463 -0.10
C 0.675 0.428 0.783 0.03
C 1.271 1.237 -0.275 -1.08
C -0.514 1.018 -1.698 -0.66
C -1.251 0.093 -0.988 -0.65
H -0.837 -1.179 2.338 0.29
H 0.263 -2.483 1.859 0.32
H -1.290 -2.300 1.045 0.32
H 0.649 -1.329 -0.381 0.37
H 1.943 0.717 0.787 0.22
H 0.267 0.966 1.638 0.27
H 1.380 2.308 -0.139 0.36
H 1.873 0.758 -1.038 0.34
H -0.713 2.081 -1.608 0.30
H -0.004 0.714 -2.610 0.27
H -1.989 0.438 -0.266 0.29
H -1.444 -0.899 -1.388 0.33
```

Results
HOMO-LUMO gap, eV: 8.69
LUMO level, eV: 1.176
2S+1: 1
Charge: 0


It is entry P that is most stable; the runner-up trails by 6.0 kcal/mol.


Entry P
Density functional theory data (the ωB97M-V functional and the def2-TZVPD basis) for an isolated molecule of C6H12.

```
18
Properties=species:S:1:pos:R:3:mulliken_charge:R:1
C -2.239 0.237 0.501 -1.53
C -1.076 0.241 -0.477 0.55
C 0.156 1.110 -0.127 -0.97
C 1.084 -0.068 -0.510 0.56
C 2.233 -0.398 0.429 -1.53
C -0.151 -1.000 -0.494 -0.97
H -1.885 0.022 1.517 0.35
H -2.981 -0.526 0.238 0.35
H -2.748 1.208 0.524 0.35
H -1.437 0.467 -1.488 0.31
H 0.200 1.325 0.948 0.28
H 0.279 2.052 -0.672 0.30
H 1.465 0.050 -1.532 0.31
H 2.729 -1.332 0.139 0.35
H 2.988 0.397 0.433 0.35
H 1.868 -0.519 1.457 0.35
H -0.265 -1.698 -1.329 0.29
H -0.220 -1.567 0.444 0.28
```

Results
HOMO-LUMO gap, eV: 11.61
LUMO level, eV: 1.243
2S+1: 1
Charge: 0
SMILES: C[C@H]1C[C@@H](C)C1


Entry Q
Density functional theory data (the ωB97M-V functional and the def2-TZVPD basis) for an isolated molecule of C6H12.

```
18
Properties=species:S:1:pos:R:3:mulliken_charge:R:1
C -0.828 0.231 -1.811 -1.16
C -1.053 1.055 -0.548 -0.51
C -0.241 0.748 0.708 -0.03
C -0.634 -0.348 1.660 -0.85
C 0.719 -0.386 1.008 0.28
C 1.104 -1.536 0.104 -1.40
H 0.178 0.375 -2.219 0.28
H -0.970 -0.840 -1.647 0.24
H -1.550 0.539 -2.576 0.37
H -2.115 0.987 -0.285 0.28
H -0.885 2.106 -0.814 0.36
H 0.058 1.663 1.216 0.31
H -1.358 -1.071 1.283 0.26
H -0.731 -0.131 2.720 0.29
H 1.544 -0.074 1.648 0.34
H 1.615 -2.302 0.699 0.38
H 1.785 -1.236 -0.698 0.31
H 0.235 -2.016 -0.353 0.27
```

Results
HOMO-LUMO gap, eV: 11.08
LUMO level, eV: 1.208
2S+1: 1
Charge: 0
SMILES: CC[C@H]1C[C@H]1C


It is entry P that is most stable; the runner-up trails by 10.1 kcal/mol.


Entry P
Density functional theory data (the ωB97M-V functional and the def2-TZVPD basis) for an isolated molecule of C6H12.

```
18
Properties=species:S:1:pos:R:3:mulliken_charge:R:1
C -1.522 -0.975 0.695 -1.36
C -0.316 -0.233 0.030 1.51
C -0.957 0.914 -0.758 -1.84
C 0.747 0.202 1.075 -0.94
C 1.848 0.130 0.001 -0.40
C 0.869 -0.496 -1.017 -0.97
H -2.238 -1.420 -0.004 0.35
H -1.319 -1.708 1.489 0.35
H -2.081 -0.169 1.207 0.35
H -1.280 0.516 -1.735 0.36
H -0.245 1.719 -0.976 0.39
H -1.816 1.300 -0.226 0.48
H 0.531 1.174 1.531 0.28
H 0.939 -0.505 1.897 0.28
H 2.689 -0.523 0.228 0.28
H 2.229 1.118 -0.275 0.25
H 1.066 -1.492 -1.404 0.38
H 0.795 0.154 -1.908 0.24
```

Results
HOMO-LUMO gap, eV: 11.08
LUMO level, eV: 1.071
2S+1: 1
Charge: 0
SMILES: CC1(C)CCC1


Entry Q
Density functional theory data (the ωB97M-V functional and the def2-TZVPD basis) for an isolated molecule of C6H12.

```
18
Properties=species:S:1:pos:R:3:mulliken_charge:R:1
C -0.263 -2.171 0.401 -1.04
C -0.690 -0.862 -0.369 -1.00
C 0.135 0.372 -0.117 1.43
C 1.578 0.091 -0.416 -1.43
C -0.336 1.271 0.975 -0.66
C -0.516 1.645 -0.483 -0.97
H -0.608 -1.922 1.441 0.24
H -0.813 -3.081 0.059 0.34
H 0.800 -2.268 0.303 0.32
H -1.755 -0.695 -0.148 0.42
H -0.704 -1.141 -1.454 0.36
H 2.171 1.061 -0.723 0.35
H 2.081 -0.375 0.522 0.28
H 1.682 -0.618 -1.328 0.30
H 0.488 1.834 1.501 0.27
H -1.216 0.946 1.516 0.28
H -0.013 2.562 -0.812 0.28
H -1.562 1.625 -0.831 0.24
```

Results
HOMO-LUMO gap, eV: 11.07
LUMO level, eV: 1.106
2S+1: 1
Charge: 0
SMILES: CCC1(C)CC1


It is entry Q that is most stable; the runner-up trails by 4.1 kcal/mol.


Entry P
Density functional theory data (the ωB97M-V functional and the def2-TZVPD basis) for an isolated molecule of C6H12.

```
18
Properties=species:S:1:pos:R:3:mulliken_charge:R:1
C 0.644 2.221 0.513 -0.99
C -0.251 1.094 0.916 -0.14
C 0.509 -0.161 1.142 -0.43
C -0.120 -1.446 0.587 -0.84
C -0.136 -1.415 -0.946 -0.39
C -1.077 -0.284 -1.474 -1.06
H 1.707 1.968 0.333 0.29
H 0.563 2.976 1.313 0.36
H 0.214 2.718 -0.372 0.32
H -1.746 0.014 -0.664 0.41
H 0.464 -0.194 2.249 0.29
H 1.577 -0.123 0.854 0.37
H 0.449 -2.310 0.956 0.34
H -1.148 -1.547 0.954 0.34
H 0.895 -1.285 -1.310 0.33
H -0.464 -2.391 -1.325 0.30
H -0.487 0.597 -1.770 0.17
H -1.659 -0.631 -2.336 0.33
```

Results
HOMO-LUMO gap, eV: 8.56
LUMO level, eV: 0.444
2S+1: 1
Charge: 0


Entry Q
Density functional theory data (the ωB97M-V functional and the def2-TZVPD basis) for an isolated molecule of C6H12.

```
18
Properties=species:S:1:pos:R:3:mulliken_charge:R:1
C 1.567 -0.524 0.941 -1.09
C 1.217 -0.648 -0.503 -0.31
C -0.493 1.717 -0.192 -0.96
C -1.338 0.578 0.416 -0.34
C -1.299 -0.625 -0.455 -0.65
C -0.015 -1.152 -1.007 -0.32
H 0.776 -0.888 1.604 0.30
H 1.793 0.512 1.244 0.22
H 2.475 -1.103 1.165 0.37
H 1.978 -0.337 -1.214 0.39
H -1.102 2.617 -0.306 0.32
H 0.377 1.975 0.419 0.20
H -1.025 0.391 1.459 0.22
H -2.391 0.880 0.505 0.37
H -2.146 -1.310 -0.424 0.38
H -0.137 1.438 -1.190 0.31
H -0.204 -2.083 -0.397 0.25
H -0.032 -1.436 -2.066 0.33
```

Results
HOMO-LUMO gap (alpha / beta), eV: 8.05 / 8.02
LUMO level (alpha / beta), eV: 0.909 / 0.888
2S+1: 1
Charge: 0


Entry R
Density functional theory data (the ωB97M-V functional and the def2-TZVPD basis) for a cluster of 2 separate species, C6H12 in total.

```
18
Properties=species:S:1:pos:R:3:mulliken_charge:R:1
C -1.544 1.814 -0.497 -0.95
C -1.680 0.500 -1.188 0.08
C -2.497 0.270 -2.217 -0.77
H -1.793 1.673 0.565 0.24
H -2.143 2.674 -0.800 0.34
H -0.514 2.166 -0.509 0.24
H -1.225 -0.344 -0.683 0.28
H -2.403 -0.685 -2.718 0.26
H -3.049 1.100 -2.639 0.28
C 2.489 -0.092 1.192 -0.96
C 1.350 -1.018 1.483 0.12
C 1.387 -2.273 1.001 -0.80
H 3.281 -0.579 0.619 0.30
H 2.895 0.349 2.100 0.28
H 2.196 0.682 0.465 0.19
H 0.489 -0.710 2.057 0.35
H 0.611 -2.897 1.437 0.25
H 2.151 -2.629 0.332 0.26
```

Results
HOMO-LUMO gap, eV: 10.62
LUMO level, eV: 1.113
2S+1: 1
Charge: 0
SMILES: C=CC.C=CC


Entry S
Density functional theory data (the ωB97M-V functional and the def2-TZVPD basis) for a structure of composition C6H12.

```
18
Properties=species:S:1:pos:R:3:mulliken_charge:R:1
C -1.731 0.731 1.230 -1.46
C -0.530 0.122 -0.409 0.43
C -1.114 -1.254 -0.566 -1.33
C 0.820 0.291 0.003 -0.14
C 2.024 -0.552 -0.067 -0.69
C 2.023 0.885 -0.597 -0.65
H -1.497 1.691 1.709 0.40
H -2.658 0.831 0.661 0.38
H -1.823 -0.068 1.973 0.31
H -0.964 0.904 -1.033 0.43
H -0.733 -1.655 -1.513 0.37
H -0.766 -1.910 0.235 0.32
H -2.206 -1.256 -0.595 0.41
H -0.329 0.595 0.838 0.33
H 2.594 -0.766 0.838 0.21
H 2.093 -1.341 -0.819 0.24
H 2.084 1.001 -1.682 0.24
H 2.591 1.636 -0.047 0.22
```

Results
HOMO-LUMO gap, eV: 7.73
LUMO level, eV: 0.973
2S+1: 1
Charge: 0


It is entry R that is most stable; the runner-up trails by 38.7 kcal/mol.


Entry P
Density functional theory data (the ωB97M-V functional and the def2-TZVPD basis) for an isolated molecule of C6H12.

```
18
Properties=species:S:1:pos:R:3:mulliken_charge:R:1
C 1.947 0.981 -0.583 -1.18
C 1.305 -0.175 0.178 -0.54
C 0.090 -0.755 -0.515 -0.02
C -0.858 -1.608 0.282 -0.80
C -1.323 -0.284 -0.261 0.15
C -1.672 0.886 0.631 -1.38
H 2.291 0.651 -1.570 0.31
H 1.233 1.799 -0.734 0.27
H 2.815 1.380 -0.045 0.36
H 1.036 0.148 1.193 0.29
H 2.041 -0.980 0.308 0.30
H 0.286 -1.071 -1.541 0.39
H -0.658 -1.668 1.352 0.25
H -1.251 -2.525 -0.147 0.29
H -1.975 -0.367 -1.130 0.36
H -2.634 0.725 1.131 0.37
H -1.753 1.808 0.042 0.32
H -0.921 1.055 1.409 0.27
```

Results
HOMO-LUMO gap, eV: 11.14
LUMO level, eV: 1.251
2S+1: 1
Charge: 0
SMILES: CC[C@H]1C[C@H]1C


Entry Q
Density functional theory data (the ωB97M-V functional and the def2-TZVPD basis) for an isolated molecule of C6H12.

```
18
Properties=species:S:1:pos:R:3:mulliken_charge:R:1
C -2.214 -0.682 0.449 -1.05
C -1.351 0.030 -0.697 -1.15
C 0.057 0.242 -0.276 0.71
C 0.962 -0.679 -0.328 0.14
C 2.387 -0.615 0.100 -2.09
C 0.277 1.635 0.135 -1.26
H -1.848 -1.798 0.766 0.21
H -2.126 -0.169 1.376 0.32
H -3.075 -0.742 0.068 0.47
H -1.696 0.905 -0.943 0.55
H -1.539 -0.524 -1.593 0.40
H 0.648 -1.874 -0.577 0.11
H 2.662 -1.279 0.831 0.46
H 3.047 -0.584 -0.644 0.50
H 2.774 0.146 0.457 0.76
H -0.430 1.817 1.021 0.22
H 0.076 2.397 -0.465 0.42
H 1.391 1.774 0.320 0.27
```

Results
HOMO-LUMO gap, eV: 10.02
LUMO level, eV: 1.103
2S+1: 1
Charge: 0
SMILES: C/C=C(\C)CC


It is entry P that is most stable; the runner-up trails by 76.5 kcal/mol.